# 1
58
Properties=species:S:1:pos:R:3 method="wB97M-V/def2-TZVPD" total_charge=+1 energy_ha=-1583.2749 de_lowest_kcal_mol=0.0 orbital_gap_ev=10.03 lumo_energy_ev=-2.16 max_force_ev_per_a=0.221
Al 1.4067 -0.6064 1.1334
O 1.6965 0.8798 0.0244
C 0.7402 1.9820 0.3794
C 0.3393 1.7122 1.8605
O -0.2010 2.5689 2.4974
O 0.6139 0.4871 2.2730
C -0.4557 1.7987 -0.5374
C -0.2713 1.3236 -1.8354
C -1.3568 1.1733 -2.6864
C -2.6343 1.4984 -2.2506
C -2.8185 1.9803 -0.9629
C -1.7360 2.1332 -0.1066
C 1.4910 3.2809 0.2151
C 2.5672 3.5311 1.0694
C 3.3216 4.6821 0.9229
C 2.9917 5.6007 -0.0660
C 1.9109 5.3648 -0.8998
C 1.1607 4.2036 -0.7653
H 2.5802 1.2378 -0.1516
H 0.7233 1.0843 -2.1895
H -1.1995 0.8174 -3.6965
H -3.4799 1.3909 -2.9173
H -3.8083 2.2505 -0.6199
H -1.8872 2.5249 0.8901
H 2.7961 2.8412 1.8764
H 4.1513 4.8730 1.5898
H 3.5731 6.5059 -0.1770
H 1.6469 6.0857 -1.6617
H 0.3167 4.0268 -1.4192
C -3.6161 -3.8094 1.1723
C -2.4900 -4.1069 0.1953
N -1.7155 -2.9029 -0.1426
C -2.2820 -2.0580 -1.2024
C -1.6784 -2.3570 -2.5668
C -0.5920 -2.5795 0.4733
C -0.0758 -3.4507 1.5792
N 0.1145 -1.5109 0.1357
H -4.1898 -4.7153 1.3639
H -4.2987 -3.0587 0.7738
H -3.2294 -3.4434 2.1237
H -2.8856 -4.4971 -0.7432
H -1.8207 -4.8671 0.5878
H -2.1670 -1.0064 -0.9285
H -3.3540 -2.2487 -1.2128
H -0.6066 -2.1540 -2.5909
H -2.1560 -1.7398 -3.3265
H -1.8285 -3.4029 -2.8359
H 0.2321 -4.4159 1.1749
H -0.8386 -3.6252 2.3358
H 0.7994 -3.0033 2.0439
H -0.2565 -0.9895 -0.6511
C 3.6164 -1.4359 2.7722
O 2.7401 -1.4728 1.6617
C 3.0892 -1.6460 -1.3580
O 3.7374 -2.4306 -1.8300
H 3.6397 -2.4134 3.2556
H 3.3062 -0.6937 3.5117
H 4.6275 -1.1976 2.4394



# 2
62
Properties=species:S:1:pos:R:3 method="wB97M-V/def2-TZVPD" total_charge=+1 energy_ha=-2182.1412 de_lowest_kcal_mol=203.3 orbital_gap_ev="6.40 / 6.40" lumo_energy_ev="-4.38 / -4.38" max_force_ev_per_a=0.520
Mo 0.0522 -1.7589 -0.9526
C 4.4318 -1.7826 1.4049
C 3.4313 -1.0269 0.5179
C 2.6345 -2.0703 -0.2642
C 2.7504 0.0573 1.3409
C 3.4940 1.0267 2.0183
C 2.5887 1.9349 2.5195
N 1.3558 1.5430 2.1981
N 1.4515 0.3936 1.4916
B 0.1248 2.4454 1.9859
N 0.0584 2.8678 0.5167
C -0.3815 4.0369 0.0028
C -0.5803 3.8648 -1.3427
C -0.2372 2.5133 -1.5856
N 0.1391 1.9276 -0.4619
C -0.3342 1.7994 -2.9118
C 0.1059 2.7478 -4.0381
C 0.4668 0.5118 -3.0936
N -1.1202 1.5355 2.2461
C -2.3324 1.9722 2.5879
C -3.2904 1.1933 1.9750
C -2.6045 0.2564 1.1996
N -1.2881 0.4815 1.4132
C -3.3193 -0.6555 0.2119
C -4.5361 -1.2936 0.8985
C -2.5892 -1.7696 -0.5396
H 5.0055 -2.4863 0.8027
H 5.1357 -1.1124 1.8921
H 3.9054 -2.3430 2.1792
H 3.9995 -0.4483 -0.2176
H 2.1216 -2.7672 0.3895
H 2.0261 -1.5755 -1.0787
H 3.3367 -2.6645 -0.8500
H 4.5646 1.0685 2.1066
H 2.7375 2.8532 3.0628
H 0.1259 3.3743 2.7338
H -0.5176 4.9023 0.6310
H -0.9125 4.6084 -2.0450
H -1.3916 1.5681 -3.0828
H 1.1423 3.0570 -3.8928
H 0.0249 2.2607 -5.0100
H -0.5117 3.6431 -4.0668
H 0.1914 -0.3985 -2.5149
H 0.3194 0.1670 -4.1180
H 1.5344 0.6769 -2.9481
H -2.4317 2.8430 3.2147
H -4.3559 1.3098 2.0517
H -3.6872 0.0490 -0.5421
H -4.2150 -1.9676 1.6942
H -5.2038 -0.5523 1.3300
H -5.1102 -1.8692 0.1738
H -2.2408 -2.5510 0.1272
H -3.3055 -2.2454 -1.2107
H -1.8502 -1.3463 -1.2890
S 0.0362 -0.6298 0.7708
C -0.1305 -3.7491 0.4269
C -0.0957 -2.7836 1.2279
N -0.0523 -1.7529 2.0171
C -0.1342 -4.6542 -0.5952
S -0.0244 -3.9697 -2.1378
C -0.2200 -6.0669 -0.3740
N -0.2880 -7.1998 -0.1967



# 3
61
Properties=species:S:1:pos:R:3 method="wB97M-V/def2-TZVPD" total_charge=-2 energy_ha=-2753.9846 de_lowest_kcal_mol=7.9 orbital_gap_ev=5.63 lumo_energy_ev=3.97 max_force_ev_per_a=0.493
Rb -0.1730 1.5984 -1.4631
C 1.8591 5.1712 1.2982
C 0.8743 4.0437 1.1775
N -0.1438 4.0633 0.3881
N -0.1983 5.0564 -0.5296
C -1.4218 5.4133 -0.9128
N -1.4851 5.9355 -2.1817
S -2.8461 5.3628 0.0446
C 1.0798 2.8047 1.9596
C 2.0304 2.7564 2.9864
C 2.2473 1.5643 3.6569
C 1.5263 0.4419 3.2913
C 0.6106 0.5770 2.2531
N 0.3839 1.7106 1.6119
H 1.5286 5.9857 0.6583
H 2.8678 4.8749 0.9922
H 1.9274 5.5350 2.3281
H -0.9143 5.4271 -2.8509
H -2.4329 6.0749 -2.4901
H 2.5972 3.6412 3.2396
H 2.9901 1.5134 4.4458
H 1.6905 -0.5224 3.7526
H 0.0569 -0.2855 1.8975
C 3.7586 -4.1231 0.4019
Si 3.2864 -3.9590 -1.4068
C 3.4263 -5.7219 -2.1061
C 4.5690 -2.9679 -2.3471
C 1.5240 -3.4199 -1.7062
C 0.6002 -4.2436 -2.3223
C -0.7049 -3.8052 -2.5464
C -1.0120 -2.5229 -2.1291
N -0.1636 -1.6997 -1.5230
C 1.1039 -2.1164 -1.3008
S 2.2304 -1.0543 -0.5347
H 4.6282 -4.7806 0.5010
H 2.9348 -4.5580 0.9726
H 3.9817 -3.1496 0.8333
H 4.4430 -6.0970 -1.9588
H 3.2162 -5.7472 -3.1786
H 2.7427 -6.4184 -1.6139
H 5.5066 -3.5306 -2.3953
H 4.7426 -2.0016 -1.8784
H 4.2289 -2.7858 -3.3693
H 0.8890 -5.2402 -2.6413
H -1.4465 -4.4215 -3.0377
H -2.0077 -2.1200 -2.3042
C -6.3668 0.0273 2.2920
C -5.1524 0.2670 1.4372
C -4.7698 1.5424 1.0578
C -3.6409 1.7165 0.2635
N -2.8969 0.7013 -0.1626
C -3.2532 -0.5259 0.2133
C -4.3608 -0.7918 1.0003
H -6.8178 0.9689 2.6041
H -6.1097 -0.5407 3.1883
H -7.1216 -0.5451 1.7481
H -5.3254 2.4150 1.3792
H -3.3217 2.7170 -0.0107
H -2.6049 -1.3288 -0.1233
H -4.5954 -1.8138 1.2763
Cl -0.7953 2.9310 -4.1256